ORCA calculation (ωB97M-V/def2-TZVPD) on an isolated molecule of C4H8O2 at a distorted geometry.

The geometry in XYZ format:
```
14
C4H8O2 (ωB97M-V/def2-TZVPD)
C 1.72087 0.75365 -0.85906
C 0.71236 -0.49067 -0.91082
O -0.66128 -0.15986 -0.73923
C -1.50269 -0.70998 0.20700
C -1.52743 0.08002 1.48893
O -2.19384 -1.66303 -0.02218
H 1.20498 1.55057 -1.36058
H 2.04536 1.10736 0.14678
H 2.65605 0.48150 -1.37980
H 0.80782 -0.95142 -1.89463
H 1.28560 -0.82722 -0.08232
H -0.55502 -0.02318 1.98240
H -2.31348 -0.28969 2.14910
H -1.67930 1.14196 1.27441
```

Computed properties:
Total energy ... -307.645680 Ha
Multiplicity ... 1
Energy above the lowest of the compared OMol25 structures with the same formula, charge and spin ... 41.9 kcal/mol

In elementary charge units, the natural (NBO) charges are: -0.627, -0.089, -0.571, 0.819, -0.730, -0.531, 0.213, 0.201, 0.215, 0.194, 0.199, 0.231, 0.236, 0.240

---

ORCA calculation (ωB97M-V/def2-TZVPD) on a structure of composition C7H10BrNPb at a distorted geometry.

The geometry in XYZ format:
```
20
C7H10BrNPb (ωB97M-V/def2-TZVPD)
C -1.41738 -1.38222 0.25539
C -1.93851 -0.56891 -0.78771
C -2.43718 0.63462 -0.20552
C -2.21657 0.55623 1.21261
C -1.60197 -0.70406 1.48549
Pb 0.48763 1.65337 0.27451
N 1.79340 -0.10279 0.62768
C 2.46616 -0.43976 -0.64633
C 1.72334 0.11274 -1.80520
H -2.95467 1.43912 -0.72717
H -1.98982 -0.82970 -1.84032
H -2.49179 1.31391 1.94298
H -1.30846 -1.06296 2.46712
H -0.95926 -2.35380 0.12747
H 0.82800 -0.41928 -2.11717
H 3.49036 -0.02934 -0.74795
H 2.35880 -0.29408 1.46342
H 2.23786 0.80382 -2.47694
H 2.56057 -1.54699 -0.76256
Br 1.36948 3.22007 2.26022
```

Computed properties:
Charge ... -2
Total energy ... -3094.249157 Ha
Multiplicity ... 1
Energy above the lowest of the compared OMol25 structures with the same formula, charge and spin ... 0.0 kcal/mol

In elementary charge units, the natural (NBO) charges are: -0.342, -0.352, -0.384, -0.401, -0.352, 1.076, -1.112, -0.256, -0.928, 0.181, 0.181, 0.190, 0.183, 0.184, 0.181, 0.123, 0.327, 0.161, 0.117, -0.776

---

ORCA calculation (ωB97M-V/def2-TZVPD) on a structure of composition C24H34ClN3O5RuSTe.

The geometry in XYZ format:
```
70
C24H34ClN3O5RuSTe (ωB97M-V/def2-TZVPD)
Ru -0.50871 0.26667 -0.68953
Te 3.33535 -1.43913 0.28579
C 4.66289 -1.23556 -1.25999
C 5.63935 -0.23626 -1.30662
C 6.46340 -0.16212 -2.41249
C 6.31723 -1.07236 -3.45623
C 5.34511 -2.06551 -3.40591
C 4.50644 -2.14923 -2.31145
C 4.13248 -0.13363 1.69720
C 4.17420 1.23709 1.45014
C 4.72150 2.07420 2.41050
C 5.21347 1.54580 3.59818
C 5.15605 0.18031 3.83875
C 4.61139 -0.67178 2.88791
H 5.76492 0.45926 -0.48806
H 7.22669 0.60201 -2.46437
H 6.97062 -1.00783 -4.31598
H 5.24210 -2.77026 -4.21921
H 3.74041 -2.91514 -2.27783
H 3.78006 1.64632 0.52753
H 4.76817 3.13985 2.22999
H 5.64654 2.20326 4.34000
H 5.53990 -0.22666 4.76427
H 4.57546 -1.73721 3.07997
C -1.25030 0.02636 2.98164
C -0.48846 1.35353 3.12686
C 0.67832 1.22950 2.13577
O 0.47782 -0.03256 1.42231
C -0.19273 -0.88188 2.39320
H -2.07634 0.12749 2.27487
H -1.65189 -0.34292 3.92263
H -0.10221 1.46205 4.13886
H -1.11560 2.21896 2.92025
H 1.64063 1.16240 2.64373
H 0.72577 2.01348 1.38486
H 0.54805 -1.17311 3.14364
H -0.55339 -1.77222 1.88562
C -3.40332 -0.67400 -2.22750
C -2.17641 -1.54803 -1.99242
C -2.49391 -3.03215 -2.22609
C -1.59900 -1.38671 -0.59201
H -3.79910 -0.84077 -3.22861
H -3.18294 0.39236 -2.13971
H -4.19506 -0.91963 -1.51432
H -1.39411 -1.27874 -2.71636
H -3.19122 -3.40488 -1.47359
H -1.59313 -3.64478 -2.19489
H -2.95634 -3.15777 -3.20461
H -0.80996 -2.12023 -0.37539
H -2.34634 -1.35965 0.20396
C -5.51906 2.01649 -0.47393
C -4.37043 1.74456 0.49622
C -3.08394 2.37188 0.07633
N -1.95518 1.75761 -0.03431
N -0.90168 2.53216 -0.44139
C -1.25414 3.76643 -0.68914
N -0.41739 4.69981 -1.14378
S -2.93323 4.05368 -0.33460
H -6.42816 1.54122 -0.11150
H -5.30119 1.62661 -1.46782
H -5.72330 3.08409 -0.56409
H -4.18236 0.67423 0.59786
H -4.62273 2.11848 1.49225
H 0.51222 4.42626 -1.41856
H -0.72294 5.63423 -1.35012
O 1.10391 -0.74130 -2.00814
Cl 1.55883 0.61708 -2.44974
O 2.59246 0.53061 -3.39083
O 0.36113 1.26414 -2.94061
O 1.95627 1.27863 -1.21617
```

Computed properties:
Charge ... +2
Total energy ... -2695.749967 Ha
Multiplicity ... 5
Energy above the lowest of the compared OMol25 structures with the same formula, charge and spin ... 6.9 kcal/mol

In elementary charge units, the natural (NBO) charges are: 1.308, 1.211, -0.373, -0.140, -0.210, -0.123, -0.193, -0.200, -0.371, -0.185, -0.207, -0.167, -0.187, -0.224, 0.223, 0.241, 0.241, 0.244, 0.229, 0.229, 0.235, 0.241, 0.244, 0.234, -0.428, -0.443, -0.083, -0.598, -0.074, 0.202, 0.249, 0.236, 0.225, 0.202, 0.212, 0.195, 0.205, -0.610, -0.278, -0.590, -0.483, 0.243, 0.197, 0.211, 0.231, 0.216, 0.220, 0.238, 0.227, 0.226, -0.604, -0.459, 0.126, -0.342, -0.426, 0.275, -0.758, 0.453, 0.246, 0.220, 0.221, 0.234, 0.252, 0.431, 0.430, -0.874, 2.512, -0.722, -0.804, -0.856

---

ORCA calculation (ωB97M-V/def2-TZVPD) on a cluster of 2 separate species, C2H9N3O3 in total at a distorted geometry.

The geometry in XYZ format:
```
17
C2H9N3O3 (ωB97M-V/def2-TZVPD)
C 0.55357 -1.81970 0.81855
C -0.63620 -0.94098 0.52051
N -1.45791 -1.30256 -0.51399
N -0.82283 0.11011 1.26416
O -1.94914 0.83295 0.83977
H 1.33591 -1.24430 1.32178
H 0.95973 -2.23518 -0.10799
H 0.23800 -2.63918 1.47002
H -0.99966 -1.71319 -1.31960
H -2.10293 -0.55814 -0.76030
H -2.14771 1.37781 1.62710
O 2.34586 2.21198 -1.03870
N 1.23185 1.30022 -0.86153
O 0.02004 2.05707 -1.12960
H 2.86081 1.74561 -1.72262
H 1.21431 1.22125 0.16554
H -0.64367 1.59623 -0.57302
```

Computed properties:
Total energy ... -471.437233 Ha
Multiplicity ... 1
Energy above the lowest of the compared OMol25 structures with the same formula, charge and spin ... 67.6 kcal/mol

In elementary charge units, the natural (NBO) charges are: -0.655, 0.391, -0.815, -0.266, -0.628, 0.240, 0.219, 0.236, 0.393, 0.403, 0.494, -0.581, -0.094, -0.606, 0.469, 0.326, 0.475

---

ORCA calculation (ωB97M-V/def2-TZVPD) on a structure of composition C28H45BrN2OP2Zr at a distorted geometry.

The geometry in XYZ format:
```
80
C28H45BrN2OP2Zr (ωB97M-V/def2-TZVPD)
C 2.87285 4.74724 -0.84131
C 1.69970 4.22275 -1.45845
C 1.69046 3.97406 -2.84749
C 2.87988 4.16369 -3.57073
N 3.96229 4.57059 -2.92131
C 4.01695 4.88847 -1.63336
C 0.57512 3.73095 -0.71402
C -0.21672 3.95971 0.22310
C -1.37192 3.33569 0.75315
C -0.92224 2.38886 1.70271
C -1.92807 1.65153 2.36667
C -2.89795 1.40933 1.38505
C -3.43930 2.21897 0.40252
C -2.70604 3.41384 0.28320
Zr -1.76725 -0.34981 1.25811
P 1.19300 -0.29654 0.27382
H 0.79039 3.63120 -3.35578
H 2.88579 5.04243 0.20380
H 2.88744 4.00147 -4.66259
H 4.95192 5.30376 -1.22981
H -3.12659 4.28798 -0.24343
H 0.15580 2.27325 1.87963
H -4.31999 2.01452 -0.23934
H -1.90158 1.33398 3.44513
C 2.02530 -1.98849 0.44327
C 3.21041 -2.40504 -0.42989
H 1.21226 -2.71334 0.27656
H 2.32134 -2.09747 1.49870
H 3.48494 -3.44739 -0.20359
H 2.97825 -2.38253 -1.50099
H 4.11358 -1.80357 -0.26467
C 1.51745 0.14466 -1.51916
C 2.89533 0.57928 -2.01238
H 0.83885 0.98766 -1.71094
H 1.16789 -0.69043 -2.14607
H 2.85148 0.81481 -3.08400
H 3.23772 1.50904 -1.55187
H 3.67498 -0.17736 -1.88270
C 2.40424 0.83689 1.10314
C 3.89557 0.51536 1.12912
H 2.07181 0.91443 2.14705
H 2.27746 1.83521 0.66324
H 4.44171 1.27445 1.70460
H 4.11224 -0.43850 1.61170
H 4.36765 0.50691 0.14419
Br -4.11546 -1.12122 1.47368
P -1.94874 -1.66878 -1.34090
C -0.74267 -2.48823 -2.44979
C -1.27069 -3.82044 -3.03042
H 0.17275 -2.66616 -1.84299
H -0.47941 -1.79320 -3.27083
H -0.48172 -4.26056 -3.66478
H -1.50531 -4.54655 -2.23168
H -2.17479 -3.66162 -3.64993
C -2.93564 -3.03606 -0.61884
C -4.28162 -3.23820 -1.24983
H -3.16113 -2.76850 0.43671
H -2.36611 -3.96397 -0.53066
H -4.86814 -3.94591 -0.66401
H -4.89236 -2.33855 -1.29768
H -4.22534 -3.64013 -2.25624
C -2.92969 -0.44951 -2.34601
C -3.30764 -0.92236 -3.75642
H -2.29719 0.45662 -2.42681
H -3.82680 -0.16746 -1.75273
H -3.87964 -0.10212 -4.21352
H -2.46511 -1.13842 -4.43842
H -3.95974 -1.80544 -3.70439
C 0.77508 -0.31853 5.09244
N -0.33903 -1.27085 5.18726
C -0.71006 -1.77113 6.51048
C -1.00620 -1.66752 4.12137
O -0.98032 -1.05164 2.99730
H 1.21902 -0.26475 6.08778
H 0.44717 0.68282 4.78599
H 1.53544 -0.66984 4.38810
H -1.72716 -1.47616 6.78738
H -0.69382 -2.86112 6.53552
H -0.01135 -1.38527 7.25538
H -1.63098 -2.55172 4.20288
```

Computed properties:
Charge ... +4
Total energy ... -4580.686283 Ha
Multiplicity ... 1

In elementary charge units, the Löwdin charges are: 0.034, -0.212, 0.012, -0.069, 0.121, -0.063, 0.140, 0.141, -0.141, -0.021, -0.155, -0.287, 0.041, 0.129, 1.220, 0.939, 0.127, 0.129, 0.143, 0.145, 0.180, 0.132, 0.172, 0.181, -0.384, -0.116, 0.057, 0.083, 0.105, 0.078, 0.072, -0.389, -0.117, 0.049, 0.052, 0.097, 0.062, 0.073, -0.409, -0.112, 0.058, 0.060, 0.102, 0.079, 0.067, 0.604, 0.926, -0.378, -0.099, 0.064, 0.094, 0.108, 0.078, 0.086, -0.485, -0.139, -0.083, 0.097, 0.105, 0.067, 0.083, -0.393, -0.109, 0.077, 0.070, 0.100, 0.093, 0.078, 0.025, -0.111, 0.027, -0.167, -0.274, 0.113, 0.099, 0.106, 0.120, 0.122, 0.114, 0.180